{"formula": "C7H7N3O", "method": "ωB97M-V/def2-TZVPD", "symbols": ["O", "N", "N", "N", "C", "C", "C", "C", "C", "C", "C", "H", "H", "H", "H", "H", "H", "H"], "coordinates": [[0.24, 1.47, -0.81], [0.49, -0.21, -2.43], [0.77, 2.07, -2.94], [-0.70, -2.69, 1.34], [0.52, 1.13, -2.13], [0.01, 0.79, 0.38], [0.06, 1.80, 1.51], [0.12, -1.18, -1.75], [-0.20, -2.24, -0.96], [-0.28, -1.87, 0.34], [-0.17, -0.49, 0.86], [-0.21, -0.54, 1.99], [1.09, 1.95, 1.92], [-0.65, 1.48, 2.19], [0.91, 1.77, -3.90], [-0.76, -3.69, 1.40], [-1.06, -2.18, 2.13], [-0.16, 2.64, 0.86]], "lowdin_charge": [0.04, 0.17, 0.18, 0.12, -0.46, -0.24, -0.02, -0.05, 0.01, -0.39, 0.00, 0.12, 0.11, 0.06, 0.07, 0.11, 0.09, 0.09], "homo_lumo_gap_ev": 8.02, "lumo_ev": -0.3873, "smiles": "[H]/N=C1\\N=C=C=C(N)/C=C(/C)O1", "e_above_lowest_ev": 5.622, "e_tot_ha": -510.27766, "homo_energy_ev": -8.41, "total_charge": 0}

{"formula": "C7H7N3O3", "method": "ωB97M-V/def2-TZVPD", "symbols": ["O", "O", "O", "N", "N", "N", "C", "C", "C", "C", "C", "C", "C", "H", "H", "H", "H", "H", "H", "H"], "coordinates": [[-1.14, 0.79, 2.88], [1.18, 2.01, 2.53], [2.67, 1.72, 1.00], [-1.61, -0.37, 0.88], [0.69, 0.65, 0.98], [1.57, 1.47, 1.46], [1.27, -0.16, -1.31], [-0.51, -1.30, -2.41], [0.44, 0.05, -0.25], [-1.03, 0.72, 1.57], [-1.25, -1.40, -1.27], [0.78, -0.86, -2.40], [-0.82, -0.60, -0.22], [1.43, -1.05, -3.33], [-1.09, 1.67, 0.95], [-0.41, 1.34, 3.10], [-1.64, -1.11, 1.58], [2.31, 0.18, -1.34], [-2.18, -1.87, -1.09], [-0.65, -1.88, -3.30]], "lowdin_charge": [0.11, -0.02, 0.09, 0.11, 0.10, -0.41, -0.01, -0.11, -0.16, -0.26, 0.01, -0.10, -0.22, 0.14, 0.19, 0.07, 0.16, 0.12, 0.11, 0.10], "homo_lumo_gap_ev": 9.04, "lumo_ev": 0.2614, "smiles": "O=[N+]([O-])N1c2ccccc2N[C@H]1O", "e_above_lowest_ev": 4.022, "e_tot_ha": -660.76475, "homo_energy_ev": -8.78, "total_charge": 0}

{"formula": "C7H7N4", "method": "ωB97M-V/def2-TZVPD", "symbols": ["N", "N", "N", "N", "C", "C", "C", "C", "C", "C", "C", "H", "H", "H", "H", "H", "H", "H"], "coordinates": [[2.75, 2.34, 0.15], [3.04, -2.23, -0.12], [-0.43, -1.15, 0.04], [-0.32, 1.08, -0.02], [0.90, -0.82, -0.06], [-0.70, 2.43, -0.14], [-1.11, -0.01, -0.02], [0.93, 0.65, -0.12], [-1.05, -2.45, 0.14], [2.03, -1.65, -0.09], [1.93, 1.55, -0.01], [-2.15, 0.03, 0.20], [-0.20, -3.20, -0.02], [-0.02, 2.96, 0.53], [-1.50, -2.59, 1.24], [-0.43, 2.79, -1.31], [-1.91, -2.44, -0.57], [-1.77, 2.70, 0.16]], "lowdin_charge": [0.27, 0.24, -0.06, -0.06, -0.07, 0.01, 0.02, -0.14, 0.03, -0.12, -0.14, 0.17, 0.13, 0.10, 0.16, 0.20, 0.12, 0.14], "homo_lumo_gap_ev": 9.30, "lumo_ev": -5.0171, "smiles": "Cn1c[n+](C)c(C#N)c1C#N", "e_above_lowest_ev": 2.890, "e_tot_ha": -489.63159, "homo_energy_ev": -14.31, "total_charge": 1}

{"formula": "C7H7NO", "method": "ωB97M-V/def2-TZVPD", "symbols": ["O", "N", "C", "C", "C", "C", "C", "C", "C", "H", "H", "H", "H", "H", "H", "H"], "coordinates": [[-3.07, -0.22, 0.36], [1.40, -0.93, -0.21], [0.72, -2.08, -0.03], [-0.78, -0.53, 0.21], [2.20, 1.78, -0.46], [-0.59, -1.94, 0.20], [0.58, 0.06, -0.10], [-1.85, 0.21, 0.29], [0.94, 1.43, -0.24], [1.45, -2.97, -0.06], [2.98, 1.06, -0.59], [-1.28, -2.79, 0.52], [-3.76, 0.50, 0.31], [0.27, 2.26, -0.23], [-1.67, 1.33, 0.43], [2.45, 2.82, -0.38]], "lowdin_charge": [0.08, 0.09, -0.18, -0.20, 0.04, -0.05, -0.26, -0.16, -0.13, 0.13, 0.06, 0.14, 0.15, 0.09, 0.15, 0.05], "homo_lumo_gap_ev": 8.09, "lumo_ev": 0.0727, "smiles": "C=CC1=NC=C/C1=C\\O", "e_above_lowest_ev": 1.895, "e_tot_ha": -400.84114, "homo_energy_ev": -8.01, "total_charge": 0}

{"formula": "C7H7NO2", "method": "ωB97M-V/def2-TZVPD", "symbols": ["O", "O", "N", "C", "C", "C", "C", "C", "C", "C", "H", "H", "H", "H", "H", "H", "H"], "coordinates": [[2.24, 0.51, -0.94], [3.53, -1.26, -0.26], [1.54, -0.95, 1.04], [-0.25, 1.05, 0.89], [-1.61, 1.55, 0.32], [-0.63, -1.40, -0.29], [2.49, -0.58, -0.05], [-2.01, -0.91, -0.84], [-2.46, 0.56, -0.54], [0.22, -0.42, 0.57], [-1.92, 2.62, 0.54], [-2.64, -1.62, -1.47], [-0.27, -2.45, -0.52], [0.46, 1.68, 1.52], [1.77, -0.45, 1.91], [3.00, 1.14, -0.94], [-3.46, 0.93, -0.95]], "lowdin_charge": [0.03, 0.06, 0.07, -0.02, -0.06, -0.01, -0.42, -0.06, -0.08, -0.21, 0.09, 0.09, 0.10, 0.09, 0.12, 0.13, 0.08], "homo_lumo_gap_ev": 9.13, "lumo_ev": 0.2978, "smiles": "O=C(O)Nc1ccccc1", "e_above_lowest_ev": 4.575, "e_tot_ha": -476.01478, "homo_energy_ev": -8.84, "total_charge": 0}

{"formula": "C7H7NO2S", "method": "ωB97M-V/def2-TZVPD", "symbols": ["S", "O", "O", "N", "C", "C", "C", "C", "C", "C", "C", "H", "H", "H", "H", "H", "H", "H"], "coordinates": [[-1.77, 1.47, 1.33], [1.35, -0.75, -1.87], [-0.48, -1.80, -2.39], [0.36, -1.41, -1.58], [1.27, -1.86, 0.66], [-0.41, 3.18, -0.06], [0.22, -1.65, -0.23], [0.09, -2.79, 0.68], [-1.42, 3.11, 0.85], [0.04, 1.83, -0.56], [-0.72, 0.97, 0.07], [0.66, 1.70, -1.42], [0.10, -3.78, 0.37], [2.12, -2.12, 0.18], [0.02, 4.07, -0.52], [-0.72, -2.67, 1.45], [-2.02, 3.70, 1.48], [1.33, -1.18, 1.55]], "lowdin_charge": [0.95, 0.05, 0.08, -0.38, -0.07, -0.16, -0.17, -0.03, -0.41, -0.16, -0.37, 0.09, 0.09, 0.08, 0.10, 0.13, 0.03, 0.14], "homo_lumo_gap_ev": [7.74, 8.36], "lumo_ev": [-1.6820, -1.0116], "e_above_lowest_ev": 7.835, "e_tot_ha": -874.02197, "homo_energy_ev": [-9.42, -9.37], "total_charge": 0}